The following is a quantum chemistry calculation of 11 unconnected molecules or ions with the total composition C35H73N3O22 in a non-equilibrium geometry, from the Open Molecules 2025 dataset.

XYZ file:
```
133
Properties=species:S:1:pos:R:3:forces:R:3:mulliken_charge:R:1
H 3.163 3.732 -8.238 0.101 0.197 -0.023 0.38
O -4.405 0.439 -4.304 -2.144 -0.245 -2.053 -0.65
H 0.325 -0.442 8.397 -0.148 0.045 -0.194 0.41
C -4.501 -1.878 1.154 0.672 -0.755 -0.148 0.61
O -2.177 -1.638 4.299 -1.677 -3.149 -0.657 -0.56
H -4.642 -3.820 2.150 0.471 0.169 -0.366 0.24
H 0.059 0.794 -5.705 0.254 0.034 -0.235 0.53
H 4.664 4.390 -6.063 -0.025 -0.034 0.095 0.29
H 0.564 3.925 -1.680 -0.019 0.529 -0.121 0.25
C -1.371 3.488 0.105 -2.306 -3.710 -0.789 0.60
C 1.288 6.213 5.050 -0.032 0.006 0.176 -1.03
H -2.291 4.370 1.831 -0.194 0.097 0.028 0.38
C 3.965 1.953 1.864 -1.383 0.051 -1.110 -0.59
O 3.972 2.611 -5.248 0.638 -1.286 0.541 -0.32
H -5.136 2.613 1.935 0.193 -0.184 -0.008 0.41
H -4.562 0.720 0.331 -0.406 -0.047 -0.111 0.04
C 4.388 -2.331 -3.714 -1.051 0.700 0.440 -1.08
O 3.102 4.211 -3.902 0.992 -1.371 -0.864 -0.65
H 3.574 0.988 -3.337 -0.352 0.095 0.289 -0.11
H 0.797 2.498 2.344 -0.253 0.100 -0.192 -0.05
H 4.606 -3.348 -3.388 -0.326 0.021 -0.450 0.34
H -6.013 -2.818 2.331 -0.083 0.161 -0.033 0.34
H 3.016 1.799 1.352 -0.334 0.567 -0.132 0.02
H 2.647 5.183 -0.740 0.047 -0.320 0.049 0.37
H -3.072 2.004 -3.058 0.195 0.131 0.455 0.38
H 0.336 -0.761 1.154 -0.122 -0.366 0.287 -0.02
C -0.006 -4.516 -1.285 2.364 1.270 0.205 0.29
H -0.172 -0.519 -4.584 0.009 0.187 0.376 0.18
H -0.979 -4.204 3.076 -0.081 0.181 0.044 0.41
H 4.048 -1.774 -2.842 0.775 0.285 0.444 0.19
H -5.156 -2.268 -3.155 0.115 0.295 0.537 0.34
O 2.802 -0.904 -4.802 0.546 -1.321 0.160 -0.08
H 1.802 -4.342 -2.559 -0.145 -0.004 0.198 0.34
H -1.787 -3.252 1.799 -0.380 -0.001 0.161 -0.16
H -0.920 0.352 0.630 -0.377 -0.109 0.061 -0.27
O -0.166 -3.822 -0.304 -1.008 -1.499 -0.258 -0.38
C 3.470 3.050 -4.108 -2.034 1.360 2.143 0.69
H 0.525 6.974 5.215 -0.220 -0.352 0.114 0.35
C 1.707 -0.705 -5.644 -3.063 1.831 -1.077 -0.51
H -0.143 -1.478 5.917 -0.384 -0.397 0.707 0.02
C -2.567 -6.734 -1.071 -0.767 0.230 -0.744 -1.04
H 4.156 -2.278 4.675 0.329 0.322 -0.496 0.31
H -3.846 -4.333 -3.365 0.290 -0.243 -0.061 0.52
H -3.126 -7.392 -0.406 -0.003 0.253 0.317 0.40
H 2.230 2.039 -2.616 -0.213 -0.479 -0.489 -0.39
C -1.362 -3.221 2.802 0.065 0.402 -0.146 0.11
O -0.241 4.611 6.013 2.017 -0.252 -1.077 -0.60
H 2.072 6.430 5.775 0.226 -0.094 -0.139 0.27
C 0.577 0.167 -4.980 0.304 -1.053 0.178 -0.59
H 2.034 2.090 4.504 -0.421 -0.669 -0.134 0.23
O -3.378 -1.125 -3.105 -0.280 -3.280 0.483 0.10
C -5.243 -3.090 1.609 -1.411 -0.396 1.078 -1.14
H -3.085 0.957 -1.560 -0.084 0.076 -0.132 -0.44
H 1.922 -0.155 -6.561 1.256 0.092 0.098 0.28
C -2.598 3.883 0.906 -0.025 0.388 0.198 -0.50
C -0.337 -0.520 0.331 1.410 0.771 -0.797 0.33
H 3.489 -2.648 2.991 -0.024 0.581 0.267 0.31
C 3.143 -2.190 -4.571 0.124 -3.023 -1.518 0.83
H -2.578 -7.259 -2.026 0.669 -0.089 -0.071 0.31
C -4.143 -2.232 -3.554 0.779 -1.492 -0.524 -0.70
H -2.304 -3.404 -3.608 -0.154 -0.056 -0.122 0.15
N -2.370 -2.816 3.855 2.004 1.216 0.550 1.02
H 0.703 -2.880 -2.476 0.303 0.089 0.317 -0.19
C 3.310 -2.597 4.065 -0.574 -0.583 1.164 -1.31
H -0.698 -7.263 -0.155 -0.332 -0.419 0.153 0.34
C -5.326 1.583 2.234 0.177 -1.177 -0.286 -1.52
H 1.742 5.546 0.740 -0.175 -0.424 0.071 0.23
H -3.255 3.038 1.111 0.655 -0.219 0.038 -0.59
H -0.609 -2.434 2.800 0.032 -0.260 0.036 -0.24
H -3.142 -3.359 -2.054 0.120 -0.156 0.073 -0.19
C -2.860 1.027 -2.624 -0.103 0.015 -0.595 0.31
H 1.653 6.348 4.032 0.204 -0.284 0.141 0.22
H 1.954 -1.010 8.172 0.031 -0.238 0.002 0.33
N 0.577 -0.061 -0.770 -3.099 -0.816 3.338 0.90
C 4.229 3.434 -6.355 -1.096 0.629 -1.058 -0.23
N 4.301 0.561 2.153 1.044 -3.187 -2.071 0.95
H 3.786 2.326 -2.131 0.474 -0.199 -0.063 0.36
C 1.649 5.280 -0.313 0.685 1.180 -0.929 -1.47
O -1.377 2.391 -0.463 0.575 1.970 0.528 0.04
H -0.044 1.270 3.270 -0.091 -0.115 -0.304 0.06
O 1.717 -0.852 3.704 -0.064 -1.397 2.299 -0.31
H 4.925 2.865 -6.971 0.173 0.101 0.200 0.30
H 0.934 0.777 -4.151 0.057 -0.157 -0.069 -0.17
H 1.216 -1.591 -6.048 0.556 -0.495 0.647 0.35
H -3.454 0.634 1.615 0.091 -0.425 0.359 0.03
C 0.918 -1.213 7.903 -0.363 -0.169 -0.224 -1.40
H -4.290 -2.313 -4.631 0.278 0.747 -0.228 0.37
H 0.740 -0.082 6.102 0.822 0.147 -0.249 -0.25
H 3.890 2.612 2.730 0.208 -0.529 0.077 0.27
O 4.944 0.304 3.147 -0.080 0.252 0.840 -0.61
O -0.414 4.344 0.103 -0.199 2.089 0.472 -0.40
H -0.929 -1.360 -0.033 0.045 0.227 0.189 -0.38
C -3.284 -3.429 -3.132 -0.927 0.312 0.417 -0.44
H -3.258 4.546 0.347 0.353 0.409 -0.153 0.47
C 3.244 1.974 -3.009 0.768 1.148 -0.877 0.18
O -3.539 -2.002 0.428 -0.622 1.286 0.420 -0.32
O -5.039 -0.760 1.702 0.345 -0.444 -0.251 -0.30
H 2.397 2.647 -7.122 -0.111 -0.003 0.059 0.13
C 0.780 4.124 -0.631 0.181 -2.010 0.533 0.74
H 3.161 -3.610 4.440 -0.325 -0.165 -0.062 0.46
O 0.371 -0.576 -1.882 0.152 -1.056 -3.493 -0.62
C 1.061 2.581 4.495 -2.140 -1.852 -0.834 -0.51
C 0.775 -1.132 6.393 -0.865 0.806 -0.491 0.76
C -3.674 0.057 -3.456 1.871 3.756 1.673 0.33
H 4.655 2.337 1.112 0.173 -0.178 0.208 0.33
C -4.519 0.533 1.404 0.043 1.407 -0.132 0.49
H 0.576 -2.170 8.296 0.302 -0.075 0.030 0.33
H 1.128 3.157 -0.266 0.561 -0.170 -0.059 -0.34
O -0.298 -5.856 -1.422 -0.738 1.945 0.044 -0.37
H 0.195 -4.342 -3.311 0.429 0.016 -0.566 0.34
H -5.771 -3.609 0.809 0.333 0.142 -0.287 0.30
H 5.267 -1.888 -4.182 -0.175 0.209 0.112 0.34
H -1.365 -5.801 0.425 0.189 0.633 -0.367 0.04
O 2.594 -3.200 -5.048 0.631 2.687 0.906 -0.62
H 1.239 6.147 -0.831 -0.079 0.282 0.136 0.41
H -3.139 -5.828 -1.274 -0.197 0.064 0.259 0.10
O 1.562 0.644 -0.437 2.202 1.675 0.327 -0.68
C 0.782 -3.967 -2.473 -1.647 -0.691 -0.184 -0.34
C 2.149 -1.701 4.490 0.564 1.363 -2.360 0.73
C 0.195 2.333 3.237 1.140 -1.091 0.222 -0.27
C 0.745 4.812 5.303 -1.995 0.218 -0.039 0.73
C -1.232 -6.375 -0.492 0.782 -1.723 0.897 0.07
H 0.398 2.275 5.304 0.520 0.088 0.610 0.45
H -5.090 1.439 3.288 0.129 0.194 0.018 0.31
H 2.257 4.394 -6.866 0.214 -0.044 0.221 0.29
H -1.804 0.771 -2.715 0.157 0.039 0.094 -0.20
C 2.929 3.596 -7.183 0.393 -0.184 0.024 -0.93
H -0.749 2.878 3.202 0.242 0.291 0.282 0.35
O 4.048 -0.323 1.281 0.299 2.737 2.125 -0.42
O -3.102 -3.700 4.285 0.146 1.719 -0.142 -0.61
O 1.818 -1.881 5.783 0.654 -0.111 -0.422 -0.34
H -6.399 1.408 2.147 -0.023 -0.067 -0.227 0.38
O 1.381 3.900 4.538 0.805 3.877 1.053 -0.27
```
Forces are in eV/Å.

Results
<S²>: 0.75
HOMO (spin up / spin down): -0.912 / -4.519 eV
2S+1: 2
charge: -1